No. 1
Here is a 2-piece molecular cluster, C2H2BrNO3 overall from the OMol25 dataset. Energies are from ωB97M-V/def2-TZVPD.

Output
- lowest unoccupied orbital energy (eV) = -0.878
- multiplicity = 1
- Kohn-Sham gap (eV) = 9.2
- total energy (Eh) = -2931.72132

```
9
C2H2BrNO3 ωB97M-V/def2-TZVPD
C -0.108 -0.677 2.080
C 0.227 0.123 0.127
N 1.511 0.690 0.314
O 2.454 0.103 -0.198
O -0.691 -1.649 2.161
O 1.622 1.707 0.983
Br 0.603 0.449 3.329
H -0.709 0.760 0.067
H 0.448 -0.829 -0.444
```



No. 2
Here is a 2-piece molecular cluster, C2H2BrO2S overall from the OMol25 dataset. Energies are from ωB97M-V/def2-TZVPD.

Output
- lowest unoccupied orbital energy (eV) = 3.370
- multiplicity = 1
- Kohn-Sham gap (eV) = 7.8
- net charge = -1
- total energy (Eh) = -3200.07825

```
8
C2H2BrO2S ωB97M-V/def2-TZVPD
C -0.083 1.070 0.137
C 0.352 -0.419 -0.240
O -1.176 1.094 0.722
O 0.724 1.934 -0.145
S -0.461 -1.596 0.774
Br 2.209 -0.666 -0.463
H -0.226 -0.840 -1.830
H -1.339 -0.577 1.045
```



No. 3
Here is an isolated ion of composition C2H2BrO3 and charge -1 from the OMol25 dataset. Energies are from ωB97M-V/def2-TZVPD.

Output
- lowest unoccupied orbital energy (eV) = 3.596
- multiplicity = 1
- Kohn-Sham gap (eV) = 8.0
- net charge = -1
- total energy (Eh) = -2877.21187
- SMILES = O=C([O-])[C@H](O)Br

```
8
C2H2BrO3 ωB97M-V/def2-TZVPD
O -0.756 -1.041 -1.207
C -0.324 -1.078 -0.065
O -0.149 -1.898 0.783
C 0.235 0.527 0.431
O -0.469 1.418 -0.429
Br 2.214 0.553 -0.029
H 0.109 0.788 1.600
H -0.860 0.731 -1.083
```



Computed ΔE to the lowest compared entry with this formula, charge and spin, in the same sequence as the records: 63.6 64.2 19.6 kcal per mole.